Record 1
C5H11NO | ωB97M-V/def2-TZVPD

```
! RIJCOSX wB97M-V def2-TZVPD def2/J DEFGRID3
* xyz 0 1
C 0.70801 -2.68059 -0.55601
C 0.90804 0.38602 -1.34824
N 0.41399 0.35613 -0.14790
C 0.42540 0.08682 1.14938
C -0.86410 0.46118 0.55811
C -1.48174 1.83556 0.74738
O -0.57236 2.78124 1.25363
H 1.70851 -2.68480 -0.99649
H -0.03091 -2.51773 -1.34525
H 0.51410 -3.63146 -0.05855
H 1.96983 0.21849 -1.48297
H 0.23046 0.44062 -2.19082
H 0.64261 -1.88909 0.19520
H 1.07005 0.42450 1.94416
H -1.58346 -0.32447 0.29404
H -1.97598 2.18819 -0.17151
H -2.25811 1.71843 1.51138
H 0.17566 2.83096 0.64445
*
```

The value obtained for the LUMO energy is 0.9 eV. The energy above the lowest of the compared OMol25 structures with the same formula, charge and spin is 484.9 kJ/mol. As for the frontier orbital gap: 8.28 eV.

Atomic partial charges in e from the Löwdin method, atoms 1 to 5: atom 1 (C): -0.0590, atom 2 (C): 0.0172, atom 3 (N): -0.1852, atom 4 (C): -0.0364, atom 5 (C): -0.2039

=====

Record 2
C4H9N2O2S | ωB97M-V/def2-TZVPD

```
! RIJCOSX wB97M-V def2-TZVPD def2/J DEFGRID3
* xyz 1 1
C 1.00880 -0.37545 1.80098
C 1.02387 0.41931 -0.42707
C 0.54408 0.99125 -2.74662
C -2.00718 -0.22433 -0.03506
N 0.42983 -0.48873 0.65077
N 0.49665 -1.03981 2.87173
O 1.95630 1.06913 -0.16314
O 0.38670 0.22544 -1.54393
S -0.84141 -1.61461 0.36235
H 1.80564 0.32822 1.87455
H -0.42265 1.52527 -2.91972
H 0.80355 0.08228 -3.46003
H 1.31373 1.81388 -2.56048
H -2.94335 -0.66808 -0.58035
H -1.56770 0.61993 -0.46604
H -2.54303 -0.04520 0.91047
H 0.89561 -0.99811 3.79471
H -0.33945 -1.62040 2.63687
*
```

The value obtained for the LUMO energy is -3.8 eV. The energy above the lowest of the compared OMol25 structures with the same formula, charge and spin is 14.9 kJ/mol. As for the frontier orbital gap: 9.94 eV. The SMILES is COC(=O)N(C=[NH2+])SC.

Atomic partial charges in e from the Löwdin method, atoms 1 to 5: atom 1 (C): -0.1231, atom 2 (C): -0.5251, atom 3 (C): 0.0178, atom 4 (C): -0.2841, atom 5 (N): -0.2919

=====

Record 3
C34H31F6IrN5O8S3 | ωB97M-V/def2-TZVPD

```
! RIJCOSX wB97M-V def2-TZVPD def2/J DEFGRID3
* xyz 0 2
Ir -0.54600 -1.05754 -0.64729
N 6.70950 -0.41364 6.77141
C 5.90580 -0.56134 5.96571
C 4.92780 -0.70754 4.96071
C 3.90800 -1.65834 5.07471
C 2.94100 -1.74284 4.09971
C 2.96600 -0.90844 2.96921
C 3.99890 0.03656 2.86821
C 4.95720 0.14336 3.85021
C 1.93550 -1.05184 1.95111
C 0.58150 -1.18554 2.39701
C 0.06230 -0.81824 3.68541
C -1.28470 -1.08354 3.65651
C -1.55950 -1.59914 2.36871
N -0.43700 -1.66974 1.64221
C 2.30030 -1.05364 0.58351
C 3.62940 -1.05104 0.07231
C 3.54540 -0.99244 -1.31389
C 2.19210 -0.97954 -1.63099
N 1.44370 -1.03974 -0.49779
H 3.89110 -2.32464 5.92571
H 2.15970 -2.48484 4.17331
H 4.01550 0.71576 2.02781
H 5.73780 0.88756 3.78241
H 0.64150 -0.39944 4.48281
H -2.01010 -0.93914 4.43311
H -2.49810 -1.92534 1.96311
H 4.51340 -1.13764 0.67031
H 4.35960 -0.97744 -2.01069
H 1.71420 -0.94844 -2.59279
F -0.84010 2.11706 -4.09559
C -1.90710 1.54426 -3.54609
F -1.91180 1.82746 -2.24139
F -2.99450 2.08986 -4.08589
S -1.86660 -0.30404 -3.87049
O -0.78540 -0.77874 -3.04109
O -1.68360 -0.40754 -5.27219
N -3.28990 -0.77814 -3.42089
S -3.61920 -1.17864 -1.94929
O -2.67350 -0.69404 -0.95339
O -4.07530 -2.51234 -1.77979
C -5.10550 -0.06444 -1.63769
F -5.65250 -0.24284 -0.43729
F -6.04190 -0.26894 -2.55339
F -4.71280 1.20916 -1.71569
C 0.36670 5.05516 -4.60319
C -0.16580 5.08546 -3.20779
C 0.68260 5.32106 -2.12969
C 0.19250 5.33296 -0.83639
C -1.14950 5.09346 -0.62299
C -2.01330 4.84816 -1.67299
C -1.51940 4.85976 -2.96499
S -1.81930 5.11986 1.03281
O -0.87340 5.69436 1.94231
O -3.14520 5.65046 0.97521
N -1.95640 3.50026 1.45531
C -0.91760 2.86916 2.21161
C 0.40460 2.69126 1.46521
C 0.28360 1.75426 0.23551
O -0.52880 0.80496 0.42051
O 0.99600 1.95946 -0.73059
H 1.27100 5.65126 -4.68879
H -0.37490 5.42706 -5.30519
H 0.60730 4.02776 -4.87499
H 1.73330 5.49996 -2.30339
H 0.83280 5.55826 0.00201
H -3.05850 4.67886 -1.46589
H -2.18730 4.68426 -3.79649
H -2.45040 2.91756 0.80031
H -1.27510 1.89506 2.55481
H -0.73130 3.52356 3.06741
H 1.11270 2.19706 2.13371
H 0.81780 3.64916 1.15851
C 0.55030 -6.21624 -1.65489
C -0.57990 -5.67054 -0.77219
C -1.93400 -6.18284 -1.27859
C -0.36040 -6.09084 0.69031
C -0.57590 -4.21814 -0.80619
C -0.54270 -3.00274 -0.82639
H 0.54650 -7.30304 -1.62369
H 1.51780 -5.86484 -1.30509
H 0.41380 -5.90294 -2.68629
H -1.95210 -7.26874 -1.22679
H -2.09400 -5.87954 -2.30969
H -2.74590 -5.78654 -0.67509
H -0.35590 -7.17564 0.75901
H -1.15450 -5.70364 1.32291
H 0.59040 -5.71394 1.05891
*
```

Its expectation value of S² is 0.77. The value obtained for the LUMO energy (spin up / spin down) is -2.5 / -4.1 eV. As for the frontier orbital gap (spin up / spin down): 6.15 / 4.59 eV.

Atomic partial charges in e from the Löwdin method, atoms 1 to 5: atom 1 (Ir): 1.5188, atom 2 (N): 0.1753, atom 3 (C): -0.1868, atom 4 (C): -0.2203, atom 5 (C): -0.0017

=====

no.,total energy (eV)
1,-8896.671
2,-22196.710
3,-111236.115